{"formula": "C55H58F2I4N3O12", "method": "ωB97M-V with the def2-TZVPD basis set", "homo_lumo_gap_ev": 7.550, "homo_energy_ev": -11.274, "largest_force_ev_per_a": 1.09, "charge": 1, "total_energy_ha": -4587.76064, "elements": ["C", "C", "I", "C", "I", "C", "C", "C", "C", "C", "N", "C", "C", "N", "C", "C", "I", "C", "C", "I", "C", "N", "C", "F", "C", "C", "C", "F", "H", "H", "H", "H", "H", "H", "H", "H", "H", "H", "H", "H", "H", "H", "H", "H", "H", "H", "H", "H", "H", "H", "H", "H", "H", "H", "H", "H", "H", "H", "H", "H", "H", "H", "C", "C", "C", "O", "C", "C", "C", "O", "H", "H", "H", "H", "C", "C", "C", "O", "C", "C", "C", "O", "H", "H", "H", "H", "C", "C", "C", "O", "C", "C", "C", "O", "H", "H", "H", "H", "C", "C", "C", "O", "C", "C", "C", "O", "H", "H", "H", "H", "C", "C", "C", "O", "C", "C", "C", "O", "H", "H", "H", "H", "C", "C", "C", "O", "C", "C", "C", "O", "H", "H", "H", "H"], "positions_angstrom": [[-0.3712, -3.2271, 5.8548], [-0.1955, -2.7701, 4.4250], [-0.8496, -4.3399, 3.1568], [0.2953, -1.5827, 4.0236], [0.8418, -0.3327, 5.6703], [0.5348, -1.0668, 2.5997], [-0.2855, -1.7176, 1.4676], [-1.8312, -1.7230, 1.3483], [-2.3520, -0.7860, 0.2397], [-2.7299, -1.6048, 2.6008], [2.0055, -1.4136, 2.2071], [2.3907, -2.8216, 2.4695], [3.2672, -3.3144, 1.3296], [2.4534, -3.3441, 0.1192], [3.1364, -0.4440, 2.4931], [3.9206, -0.5019, 3.8278], [4.0849, 1.4166, 4.8492], [5.3865, -0.9926, 3.6851], [5.5883, -2.4980, 3.5373], [6.5226, 0.1019, 2.2425], [2.6400, 0.9081, 2.0376], [1.4675, 1.2648, 2.8177], [0.3212, 0.5066, 2.4783], [0.0905, 0.7755, 1.0820], [-0.9520, 1.0218, 3.1371], [-1.0330, 2.5282, 3.4211], [-0.5986, 3.0255, 4.7812], [0.7700, 3.2638, 4.8317], [-0.7548, -4.2398, 5.8998], [-1.0831, -2.5896, 6.3768], [0.5817, -3.2213, 6.3802], [0.0461, -2.7516, 1.3863], [0.0779, -1.3117, 0.5241], [-2.0667, -2.7044, 0.9339], [-2.1718, 0.2629, 0.4407], [-1.9606, -1.0863, -0.7299], [-3.4334, -0.9216, 0.2010], [-3.4231, -0.7727, 2.4858], [-3.3441, -2.4935, 2.7255], [-2.2095, -1.4449, 3.5395], [1.9595, -1.4002, 1.1769], [1.5155, -3.4637, 2.4238], [2.8019, -2.9871, 3.4573], [4.1177, -2.6657, 1.1385], [3.6767, -4.2938, 1.5927], [2.9625, -3.7461, -0.6586], [1.6029, -3.8728, 0.2602], [3.8907, -0.6900, 1.7425], [3.4842, -1.1629, 4.5722], [5.8492, -0.7317, 4.6317], [6.5473, -2.7449, 3.9920], [5.6646, -2.8434, 2.5123], [4.8451, -3.0661, 4.0936], [3.4318, 1.6426, 2.1077], [2.4205, 0.8076, 0.9656], [1.2876, 2.2461, 2.6540], [-1.2535, 0.4856, 4.0307], [-1.7506, 0.8491, 2.4231], [-2.0907, 2.7661, 3.3274], [-0.5417, 3.1218, 2.6480], [-0.8740, 2.3215, 5.5656], [-1.0929, 3.9740, 4.9861], [11.1256, 0.4888, 1.4255], [10.2739, 0.5131, 2.4466], [10.6006, 1.2251, 3.7069], [9.8194, 1.2405, 4.6346], [11.9132, 1.9122, 3.7867], [12.7663, 1.8892, 2.7660], [12.4408, 1.1767, 1.5037], [13.2145, 1.1559, 0.5733], [10.9096, -0.0252, 0.4971], [9.3056, 0.0243, 2.4195], [12.1296, 2.4252, 4.7150], [13.7293, 2.3822, 2.8016], [-5.9309, 4.0666, 2.0828], [-6.5161, 4.7526, 1.1044], [-6.0353, 4.6522, -0.2981], [-6.5645, 5.2741, -1.1919], [-4.8794, 3.7573, -0.5656], [-4.2975, 3.0742, 0.4149], [-4.7782, 3.1762, 1.8126], [-4.2423, 2.5478, 2.7071], [-6.2645, 4.1224, 3.1111], [-7.3643, 5.4036, 1.2775], [-4.5402, 3.6938, -1.5917], [-3.4541, 2.4174, 0.2385], [1.6201, -3.8233, -3.9967], [0.7588, -4.0667, -4.9802], [0.5408, -5.4466, -5.4860], [-0.2402, -5.6694, -6.3841], [1.3197, -6.5422, -4.8555], [2.1815, -6.2964, -3.8722], [2.3940, -4.9205, -3.3673], [3.1793, -4.6949, -2.4657], [1.7989, -2.8269, -3.6120], [0.1826, -3.2837, -5.4567], [1.1471, -7.5375, -5.2444], [2.7628, -7.0775, -3.3993], [1.4851, -4.9081, -8.9892], [1.5008, -3.6133, -9.2936], [2.4789, -3.0592, -10.2637], [2.4941, -1.8788, -10.5351], [3.4386, -4.0075, -10.8845], [3.4255, -5.3026, -10.5802], [2.4486, -5.8544, -9.6076], [2.4390, -7.0322, -9.3222], [0.7803, -5.3307, -8.2861], [0.8081, -2.9048, -8.8563], [4.1413, -3.5826, -11.5897], [4.1174, -6.0103, -11.0185], [-10.5878, 9.0750, 0.0705], [-10.3058, 7.7825, 0.2082], [-10.0613, 7.1879, 1.5449], [-9.8003, 6.0085, 1.6690], [-10.1452, 8.0853, 2.7234], [-10.4275, 9.3778, 2.5870], [-10.6719, 9.9758, 1.2487], [-10.9291, 11.1517, 1.1246], [-10.7684, 9.5317, -0.8941], [-10.2383, 7.1078, -0.6356], [-9.9653, 7.6278, 3.6880], [-10.4938, 10.0516, 3.4315], [-4.9945, 2.2450, -4.8020], [-5.7436, 1.5903, -5.6850], [-5.7578, 0.1055, -5.7326], [-6.4361, -0.4937, -6.5347], [-4.9045, -0.6193, -4.7543], [-4.1564, 0.0373, -3.8727], [-4.1439, 1.5196, -3.8280], [-3.4628, 2.1173, -3.0188], [-4.9691, 3.3261, -4.7492], [-6.3726, 2.0982, -6.4045], [-4.9318, -1.7003, -4.8058], [-3.5276, -0.4690, -3.1510]], "forces_ev_per_angstrom": [[-0.04, -0.11, -0.16], [0.15, 0.13, -0.22], [-0.12, -0.57, 0.39], [-0.22, -0.54, 0.34], [0.04, -0.29, -0.21], [-0.32, 0.87, 0.32], [0.12, -0.70, -0.50], [-0.55, 0.12, -0.21], [-0.28, -0.32, 0.43], [-0.10, 0.25, 0.06], [-0.07, 0.08, 0.10], [0.14, -0.94, -0.30], [0.01, -0.37, -0.23], [0.04, 0.56, 0.22], [0.89, 0.58, -0.23], [0.28, 0.15, -0.12], [-0.09, -0.24, 0.06], [-0.35, -0.13, 0.62], [0.54, 0.02, -0.06], [-0.24, -0.06, -0.11], [-0.37, -0.57, -0.29], [0.42, -0.17, -0.29], [0.22, 0.45, -0.18], [0.06, -0.23, -0.10], [-0.47, 0.33, -0.07], [0.02, -0.05, 0.01], [-0.32, 0.18, -0.22], [0.17, -0.14, 0.11], [-0.03, -0.05, -0.05], [0.09, 0.18, 0.08], [0.04, 0.19, 0.10], [-0.12, 0.20, 0.20], [0.08, 0.38, 0.09], [0.27, -0.19, 0.10], [0.20, 0.14, -0.14], [0.22, 0.24, -0.10], [-0.07, 0.02, -0.11], [0.01, 0.12, 0.02], [0.01, -0.07, -0.03], [0.06, -0.02, -0.04], [-0.02, 0.00, -0.08], [-0.13, 0.30, 0.14], [0.20, 0.47, 0.08], [0.09, 0.07, 0.03], [-0.02, -0.02, 0.22], [-0.08, 0.09, -0.18], [0.05, -0.28, -0.06], [-0.10, -0.33, -0.05], [-0.30, 0.09, 0.03], [0.13, 0.20, -0.07], [0.06, -0.01, -0.03], [-0.27, -0.05, -0.09], [-0.16, 0.00, -0.02], [0.00, 0.13, 0.28], [-0.09, 0.15, -0.03], [-0.25, 0.10, 0.50], [0.22, -0.11, 0.06], [0.00, -0.28, -0.10], [-0.07, 0.07, 0.06], [0.02, 0.04, -0.09], [0.14, -0.06, 0.10], [0.04, 0.09, 0.05], [-0.06, -0.01, 0.02], [0.01, -0.04, -0.03], [0.00, 0.01, 0.03], [-0.02, -0.01, 0.00], [0.03, 0.01, -0.02], [-0.03, 0.00, 0.04], [0.01, 0.01, 0.01], [0.01, 0.00, -0.02], [0.04, 0.01, -0.01], [0.23, 0.02, 0.02], [-0.02, -0.01, 0.01], [0.01, -0.01, -0.03], [0.00, 0.00, 0.00], [-0.03, 0.04, 0.03], [-0.01, -0.02, 0.05], [-0.01, 0.01, -0.03], [0.01, 0.03, -0.08], [0.01, -0.02, 0.02], [-0.03, 0.00, -0.03], [0.03, -0.05, 0.00], [0.01, -0.02, 0.00], [-0.03, -0.04, -0.02], [0.01, 0.01, 0.01], [0.00, 0.00, 0.00], [-0.02, 0.02, 0.00], [0.01, 0.03, 0.02], [0.00, -0.06, 0.03], [-0.06, 0.04, 0.10], [0.02, -0.02, 0.03], [0.01, -0.01, -0.01], [0.03, 0.00, -0.07], [-0.04, -0.05, 0.05], [0.03, -0.01, 0.01], [-0.01, -0.02, -0.03], [-0.01, 0.01, -0.03], [0.02, 0.02, 0.01], [0.01, 0.04, -0.04], [0.01, -0.04, 0.03], [0.00, 0.01, -0.01], [0.01, 0.02, 0.01], [0.01, -0.04, 0.00], [0.00, 0.03, -0.02], [0.01, 0.01, -0.01], [0.02, -0.01, 0.04], [-0.01, -0.03, -0.11], [0.00, 0.02, -0.03], [-0.01, 0.03, 0.00], [-0.02, -0.02, 0.01], [0.01, -0.04, -0.01], [-0.01, 0.03, -0.02], [-0.04, 0.02, -0.03], [0.11, -0.02, 0.03], [-0.01, 0.02, 0.01], [0.01, -0.04, 0.02], [0.00, 0.00, -0.01], [0.00, 0.02, 0.00], [-0.01, 0.03, 0.01], [0.01, -0.03, 0.02], [0.00, -0.03, -0.01], [-0.01, 0.03, -0.02], [-0.02, 0.00, -0.01], [0.02, 0.03, 0.02], [-0.02, 0.02, -0.02], [-0.01, -0.02, -0.01], [0.04, -0.01, 0.04], [0.00, -0.03, -0.02], [-0.02, 0.02, -0.03], [0.01, -0.03, 0.06], [0.01, 0.00, 0.02], [-0.01, -0.03, -0.01], [-0.03, 0.00, -0.03], [0.01, 0.03, 0.02]]}